# C6H9NO2S

One molecule with the formula C6H9NO2S at a distorted geometry (ωB97M-V/def2-TZVPD, the OMol25 dataset).

Geometry as XYZ:
```
19
Properties=species:S:1:pos:R:3
C -2.63947 0.43406 -0.47961
C 1.69718 -0.15297 0.91135
C -0.21138 1.22917 -0.03687
C 2.32475 -1.03016 -0.19035
C -1.10405 0.33855 -0.79248
C -0.27916 -0.85659 -0.21186
N 0.23393 0.07087 0.79080
O -3.12165 0.19405 0.70391
O -3.46266 0.78842 -1.30426
S 0.98844 -1.28847 -1.41469
H 1.95439 -0.66345 1.85883
H 2.10048 0.80512 0.78860
H 0.64873 1.53460 -0.53050
H -0.61214 1.99396 0.65988
H 3.08711 -0.39461 -0.72036
H 2.76238 -1.88626 0.26558
H -1.22308 0.70082 -1.90057
H -0.69869 -1.82804 0.18896
H -2.44512 0.01095 1.41363
```

Electronic energy = -22786.4389 eV
Energy above the lowest of the compared OMol25 structures with the same formula, charge and spin = 190.3 kJ/mol
Gap between HOMO and LUMO = 9.672 eV
Structure (SMILES) = O=C(O)[C@H]1CN2CCS[C@H]12
E_HOMO = -9.093 eV
LUMO = 0.579 eV

# C6H9NO3

One molecule with the formula C6H9NO3 at a distorted geometry (ωB97M-V/def2-TZVPD, the OMol25 dataset).

Geometry as XYZ:
```
19
Properties=species:S:1:pos:R:3
C -0.07924 2.37875 0.37489
C -0.04700 0.92389 -0.11427
C -1.36271 0.16181 -0.22048
C 0.30765 -1.21291 0.67931
C 0.99764 -2.13682 -0.29684
C -0.35116 -2.11418 -1.05118
H 1.68292 2.24819 1.09001
H -0.67154 3.09752 -0.22772
H -0.51444 2.49526 1.40268
H 0.42251 0.92908 -1.12197
H -1.95553 0.39544 0.69174
H -1.90589 0.31970 -1.09125
H 0.17051 -1.62721 1.61877
H 1.17929 -3.14390 0.14863
H 1.81497 -1.78831 -0.92480
N -0.96879 -1.27417 -0.05625
O 1.27578 2.81862 0.39280
O -0.72863 -2.59448 -2.11563
O 0.73367 0.12373 0.82158
```

Electronic energy = -13999.0334 eV
Energy above the lowest of the compared OMol25 structures with the same formula, charge and spin = 151.9 kJ/mol
Gap between HOMO and LUMO = 10.597 eV
Structure (SMILES) = O=C1C[C@H]2O[C@H](CO)CN12
E_HOMO = -9.821 eV
LUMO = 0.776 eV

# C6H9NO3

A 2-piece molecular cluster, C6H9NO3 overall at a distorted geometry (ωB97M-V/def2-TZVPD, the OMol25 dataset).

Geometry as XYZ:
```
19
Properties=species:S:1:pos:R:3
C -0.41637 -2.25088 -0.21193
C 0.41006 -1.35354 0.31339
C -0.06112 -0.00781 0.68970
C -0.33278 1.01628 -0.32724
C 0.21860 0.38795 2.16855
C -0.15096 1.23819 -1.81554
N -0.97577 3.18791 0.07397
O -1.12252 3.88049 -0.88624
O -1.06976 3.39309 1.25773
O -1.34760 0.35020 0.20537
H -0.07261 -3.18157 -0.48901
H -1.44784 -2.00726 -0.52590
H 1.33605 -1.56397 0.66917
H -0.41508 1.01652 2.78305
H 1.19317 0.74860 2.22429
H 0.08000 -0.59250 2.59931
H -0.90657 1.91010 -2.28928
H -0.40169 0.25458 -2.22889
H 0.85614 1.56205 -2.05629
```

Electronic energy = -13993.5182 eV
Energy above the lowest of the compared OMol25 structures with the same formula, charge and spin = 684.1 kJ/mol
Gap between HOMO and LUMO (spin up / spin down) = 7.973 / 7.948 eV
E_HOMO (spin up / spin down) = -8.227 / -8.211 eV
LUMO (spin up / spin down) = -0.254 / -0.264 eV

Which of these has the lowest energy above the lowest of the compared OMol25 structures with the same formula, charge and spin? number 2